Below is a structure of composition C40H63BF6N3NaO7S3Si, with properties calculated with the ωB97M-V functional and the def2-TZVPD basis.

The geometry in ORCA input format:
```
! wB97M-V def2-TZVPD RIJCOSX def2/J DEFGRID3
* xyz -2 1
Na 0.331 -1.380 0.892
F 4.926 -4.366 0.351
C 4.703 -3.364 1.213
F 5.858 -2.668 1.318
F 4.469 -3.923 2.410
S 3.368 -2.152 0.560
O 1.715 -0.281 -0.161
O 3.229 -2.682 -0.799
N 2.057 -2.758 1.426
S 1.889 -2.410 2.934
O 2.973 -1.684 3.544
O 0.537 -1.959 3.199
C 1.889 -4.084 3.810
F 0.783 -4.226 4.554
F 2.935 -4.196 4.638
F 1.926 -5.109 2.957
C -4.755 0.280 4.318
C -3.722 0.408 3.203
C -2.336 0.045 3.724
C -3.730 1.830 2.643
O -4.123 -0.521 2.208
Si -3.705 -0.635 0.602
S -1.826 -0.044 0.120
O -4.119 -2.207 0.218
C -3.810 -3.430 0.868
C -3.990 -4.516 -0.188
C -4.790 -3.651 2.019
C -2.372 -3.444 1.379
O -4.873 0.241 -0.176
C -5.646 -0.005 -1.328
C -6.106 1.362 -1.826
C -6.848 -0.870 -0.953
C -4.806 -0.693 -2.403
H -4.512 0.945 5.151
H -4.776 -0.748 4.686
H -5.747 0.532 3.940
H -1.998 0.776 4.463
H -1.620 0.025 2.903
H -2.349 -0.941 4.195
H -3.547 2.556 3.440
H -4.696 2.044 2.182
H -2.952 1.940 1.883
H -4.999 -4.461 -0.604
H -3.839 -5.510 0.241
H -3.274 -4.370 -0.998
H -5.811 -3.708 1.634
H -4.731 -2.820 2.719
H -4.560 -4.583 2.543
H -1.691 -3.234 0.551
H -2.122 -4.423 1.796
H -2.215 -2.689 2.152
H -6.698 1.860 -1.056
H -6.710 1.268 -2.732
H -5.232 1.978 -2.043
H -7.437 -0.373 -0.179
H -6.499 -1.825 -0.560
H -7.486 -1.053 -1.822
H -3.938 -0.081 -2.642
H -5.398 -0.839 -3.312
H -4.452 -1.662 -2.047
C 6.132 -0.875 -1.628
C 5.707 0.562 -1.329
C 6.778 1.547 -1.809
C 5.400 0.798 0.137
C 6.325 0.427 1.105
C 6.069 0.637 2.449
C 4.901 1.271 2.830
C 3.963 1.694 1.892
C 2.738 2.436 2.408
C 1.533 1.519 2.620
C 2.342 3.669 1.594
C 4.203 1.412 0.540
N 3.211 1.696 -0.426
B 2.065 0.815 -0.767
N 1.523 1.516 -1.973
C 2.330 2.621 -2.257
C 3.334 2.716 -1.367
C 0.350 1.344 -2.751
C -0.675 2.305 -2.663
C -1.749 2.238 -3.543
C -1.838 1.227 -4.482
C -0.846 0.265 -4.530
C 0.259 0.298 -3.681
C 1.244 -0.852 -3.830
C 2.733 -0.532 -3.692
C 0.841 -2.006 -2.907
C -0.682 3.387 -1.594
C -1.978 3.346 -0.773
C -0.484 4.785 -2.188
H 6.367 -0.975 -2.691
H 5.333 -1.585 -1.398
H 7.021 -1.164 -1.062
H 4.797 0.758 -1.895
H 7.721 1.377 -1.280
H 6.478 2.581 -1.628
H 6.961 1.425 -2.879
H 7.242 -0.070 0.807
H 6.776 0.299 3.199
H 4.700 1.445 3.882
H 3.044 2.809 3.394
H 1.154 1.169 1.660
H 0.727 2.061 3.125
H 1.799 0.649 3.219
H 1.842 3.402 0.664
H 3.209 4.284 1.339
H 1.652 4.278 2.184
H 2.132 3.248 -3.111
H 4.126 3.447 -1.325
H -2.537 2.980 -3.472
H -2.683 1.176 -5.159
H -0.916 -0.546 -5.248
H 1.090 -1.196 -4.861
H 3.043 -0.509 -2.648
H 2.993 0.422 -4.159
H 3.310 -1.325 -4.175
H 0.764 -1.639 -1.886
H 1.595 -2.796 -2.919
H -0.127 -2.420 -3.203
H 0.147 3.181 -0.918
H -2.828 3.715 -1.355
H -1.881 3.985 0.109
H -2.197 2.327 -0.448
H -1.227 4.978 -2.967
H 0.506 4.907 -2.625
H -0.607 5.546 -1.412
*
```

As for the total energy: -123099.990 eV. The HOMO-LUMO gap is 5.799 eV. The HOMO energy is -2.11 eV. Its relative energy (zero: lowest compared OMol25 entry of this formula, charge and spin) is 42.6 kJ/mol.

Here are the Mulliken charges for atoms 1 to 8, given in e:
1. Na 1.12
2. F -0.26
3. C 0.40
4. F -0.22
5. F -0.21
6. S 0.90
7. O 0.48
8. O -0.74

Below is a structure of composition C40H64GeN6OP3Pd, with properties calculated with the ωB97M-V functional and the def2-TZVPD basis.

The geometry in ORCA input format:
```
! wB97M-V def2-TZVPD RIJCOSX def2/J DEFGRID3
* xyz 2 2
Pd 1.088 0.594 -0.971
C 2.265 2.564 3.716
C 2.667 3.097 2.343
C 4.179 3.034 2.168
P 1.739 2.293 0.909
C -0.008 2.562 1.514
N -0.625 1.337 1.949
Ge -0.676 -0.181 0.422
N -2.043 -1.001 -0.756
C -1.959 -0.943 -2.185
P -0.293 -0.418 -2.843
C -0.061 -1.676 -4.226
C -1.153 -1.731 -5.292
C 0.136 -3.063 -3.612
C -0.564 1.241 -3.676
C 0.551 1.452 -4.704
C -1.946 1.510 -4.260
C -3.117 -1.570 -0.162
C -4.213 -2.111 -0.856
C -5.176 -2.835 -0.189
C -5.054 -3.068 1.175
C -4.014 -2.488 1.886
C -3.091 -1.676 1.246
N -2.060 -0.927 1.940
C -2.561 0.201 2.687
C -3.786 0.216 3.331
C -4.182 1.310 4.085
C -3.353 2.418 4.180
C -2.172 2.459 3.476
C -1.746 1.362 2.700
C -1.320 -1.875 2.739
C -1.702 -2.243 4.016
C -1.103 -3.330 4.636
C -0.115 -4.044 3.967
C 0.328 -3.638 2.728
C -0.235 -2.515 2.094
N 0.178 -1.961 0.935
C 1.296 -2.442 0.185
P 2.567 -1.106 -0.135
C 3.481 -0.829 1.468
C 2.502 -0.762 2.633
C 4.599 -1.823 1.762
C 3.803 -1.799 -1.352
C 3.424 -1.303 -2.746
C 3.952 -3.316 -1.325
C 2.049 3.614 -0.413
C 2.676 2.873 -1.598
C 0.808 4.371 -0.874
H 2.366 3.357 4.453
H 2.917 1.752 4.020
H 1.239 2.203 3.749
H 2.346 4.145 2.259
H 4.550 2.026 2.336
H 4.652 3.684 2.901
H 4.496 3.359 1.178
H -0.585 2.960 0.675
H 0.024 3.310 2.311
H -2.712 -0.263 -2.597
H -2.140 -1.950 -2.583
H 0.875 -1.373 -4.709
H -2.137 -1.921 -4.867
H -0.923 -2.552 -5.972
H -1.189 -0.821 -5.884
H -0.814 -3.520 -3.340
H 0.758 -3.017 -2.719
H 0.626 -3.720 -4.326
H -0.413 1.962 -2.856
H 0.371 0.870 -5.605
H 1.523 1.166 -4.291
H 0.600 2.500 -4.997
H -2.260 0.743 -4.961
H -1.926 2.460 -4.791
H -2.685 1.590 -3.467
H -4.293 -1.969 -1.922
H -6.007 -3.248 -0.738
H -5.771 -3.688 1.687
H -3.918 -2.693 2.942
H -4.451 -0.627 3.256
H -5.126 1.291 4.606
H -3.639 3.254 4.800
H -1.563 3.345 3.541
H -2.475 -1.690 4.530
H -1.421 -3.635 5.620
H 0.320 -4.920 4.421
H 1.112 -4.201 2.245
H 0.947 -2.738 -0.813
H 1.786 -3.300 0.652
H 3.928 0.166 1.328
H 2.086 -1.741 2.856
H 1.684 -0.069 2.425
H 3.021 -0.427 3.527
H 4.216 -2.826 1.924
H 5.098 -1.510 2.677
H 5.348 -1.848 0.976
H 4.755 -1.332 -1.069
H 2.498 -1.768 -3.074
H 4.202 -1.546 -3.465
H 3.291 -0.216 -2.738
H 3.046 -3.808 -1.670
H 4.198 -3.686 -0.334
H 4.759 -3.605 -1.994
H 2.776 4.329 -0.012
H 1.952 2.107 -1.977
H 3.601 2.371 -1.300
H 2.907 3.554 -2.415
H 0.078 3.669 -1.280
H 1.085 5.073 -1.661
H 0.358 4.939 -0.063
N -2.890 3.805 -1.421
C -2.791 2.533 -0.981
N -3.951 1.917 -0.672
O -1.701 1.959 -0.889
H -3.775 4.266 -1.541
H -2.068 4.301 -1.722
H -4.826 2.413 -0.652
H -3.905 1.011 -0.238
*
```

As for the total energy: -141358.511 eV. The HOMO-LUMO gap (spin up / spin down) is 4.931 / 4.798 eV. The expectation value of S² is 0.756. The HOMO energy (spin up / spin down) is -11.82 / -11.81 eV.

Here are the Mulliken charges for atoms 1 to 8, given in e:
1. Pd -0.06
2. C -1.32
3. C 0.12
4. C -1.60
5. P 1.02
6. C -2.28
7. N 0.44
8. Ge 1.24